[1]
ORCA calculation (the ωB97M-V functional and the def2-TZVPD basis) on 2 unconnected molecules or ions with the total composition C2H2N2O2S at a distorted geometry.

Results
**Relative energy (zero: lowest compared OMol25 entry of this formula, charge and spin)**: 567.9 kJ/mol
**E_LUMO (alpha / beta)**: -3.4 / -3.3 eV
**Charge**: 0
**HOMO (alpha / beta)**: -10.349 / -10.350 eV
**Max |F|**: 4.07 eV/A
**Kohn-Sham gap (alpha / beta)**: 7.0 / 7.0 eV

Last columns: bonded neighbours and bond lengths (Å).
Geometry (Å):
1 C 1.678 -1.862 -0.096  N3 1.181, S7 1.708
2 C -0.690 0.457 0.675  N4 1.490, H8 1.130, H9 1.175
3 N 1.559 -2.980 -0.459  C1 1.181
4 N -0.897 1.264 -0.560  C2 1.490, O5 1.210, O6 1.192
5 O -1.279 0.688 -1.554  N4 1.210
6 O -0.572 2.410 -0.530  N4 1.192
7 S 1.826 -0.223 0.359  C1 1.708
8 H -0.645 0.904 1.712  C2 1.130
9 H -0.980 -0.660 0.453  C2 1.175

[2]
ORCA calculation (the ωB97M-V functional and the def2-TZVPD basis) on 4 unconnected molecules or ions with the total composition C19H39NO6PS at a distorted geometry.

Results
**E_LUMO**: -3.9 eV
**Charge**: +1
**HOMO**: -11.691 eV
**Max |F|**: 1.37 eV/A
**Kohn-Sham gap**: 7.8 eV

Last columns: bonded neighbours and bond lengths (Å).
Geometry (Å):
1 C -2.396 -3.899 -4.149  C2 1.541, H11 1.092, H12 1.086, H13 1.083
2 C -1.437 -4.368 -3.038  C1 1.541, C3 1.523, H14 1.086, H15 1.090
3 C -0.098 -4.850 -3.581  C2 1.523, C4 1.516, H16 1.094, H17 1.087
4 C 0.740 -3.730 -4.165  C3 1.516, C5 1.471, C8 1.550, H18 1.104
5 C 1.378 -2.796 -3.222  C4 1.471, N6 1.279, H19 1.080
6 N 2.423 -2.261 -3.728  C5 1.279, C7 1.468, H20 1.010
7 C 2.751 -2.759 -5.070  N6 1.468, C8 1.558, H21 1.086, H22 1.088
8 C 1.896 -4.059 -5.144  C4 1.550, C7 1.558, P9 1.833, H23 1.085
9 P 1.209 -4.245 -6.833  C8 1.833, S10 1.930, H24 1.403, H25 1.402
10 S 0.155 -5.816 -7.212  P9 1.930
11 H -1.925 -4.012 -5.128  C1 1.092
12 H -2.625 -2.843 -4.038  C1 1.086
13 H -3.307 -4.485 -4.159  C1 1.083
14 H -1.889 -5.191 -2.493  C2 1.086
15 H -1.271 -3.551 -2.336  C2 1.090
16 H 0.473 -5.326 -2.778  C3 1.094
17 H -0.250 -5.609 -4.345  C3 1.087
18 H 0.070 -3.044 -4.712  C4 1.104
19 H 1.030 -2.563 -2.227  C5 1.080
20 H 2.979 -1.570 -3.245  N6 1.010
21 H 3.811 -2.990 -5.112  C7 1.086
22 H 2.527 -2.010 -5.826  C7 1.088
23 H 2.515 -4.898 -4.845  C8 1.085
24 H 0.510 -3.034 -6.942  P9 1.403
25 H 2.323 -4.077 -7.667  P9 1.402
26 O -0.743 -1.106 -3.595  C27 1.214
27 C -0.502 0.012 -3.189  O26 1.214, O28 1.324, C31 1.511
28 O -1.170 0.450 -2.133  C27 1.324, C29 1.445
29 C -0.887 1.712 -1.489  O28 1.445, C30 1.511, H32 1.090, H33 1.086
30 C -1.602 2.865 -2.154  C29 1.511, H34 1.091, H35 1.089, H36 1.089
31 C 0.465 0.927 -3.903  C27 1.511, H37 1.089, H38 1.088, H39 1.086
32 H 0.189 1.869 -1.419  C29 1.090
33 H -1.251 1.587 -0.472  C29 1.086
34 H -1.273 3.012 -3.183  C30 1.091
35 H -1.412 3.783 -1.599  C30 1.089
36 H -2.676 2.682 -2.171  C30 1.089
37 H -0.070 1.413 -4.719  C31 1.089
38 H 1.261 0.325 -4.337  C31 1.088
39 H 0.909 1.692 -3.273  C31 1.086
40 O 0.551 2.629 1.598  C41 1.203
41 C -0.220 1.920 2.190  O40 1.203, O42 1.338, C45 1.513
42 O -1.234 2.481 2.859  C41 1.338, C43 1.438
43 C -2.306 1.720 3.440  O42 1.438, C44 1.511, H46 1.092, H47 1.088
44 C -1.922 1.165 4.792  C43 1.511, H48 1.089, H49 1.090, H50 1.089
45 C -0.034 0.419 2.241  C41 1.513, H51 1.090, H52 1.088, H53 1.087
46 H -2.640 0.942 2.752  C43 1.092
47 H -3.122 2.434 3.531  C43 1.088
48 H -1.090 0.466 4.723  C44 1.089
49 H -2.764 0.648 5.251  C44 1.090
50 H -1.608 1.970 5.454  C44 1.089
51 H 0.664 0.191 3.046  C45 1.090
52 H 0.405 0.102 1.298  C45 1.088
53 H -0.950 -0.144 2.401  C45 1.087
54 O 0.913 1.357 6.567  C55 1.201
55 C 1.115 2.485 6.926  O54 1.201, O56 1.344, C59 1.512
56 O 0.526 2.906 8.058  C55 1.344, C57 1.433
57 C 0.810 4.177 8.657  O56 1.433, C58 1.514, H60 1.090, H61 1.088
58 C -0.023 5.289 8.059  C57 1.514, H62 1.090, H63 1.090, H64 1.090
59 C 1.943 3.448 6.106  C55 1.512, H65 1.090, H66 1.086, H67 1.086
60 H 1.878 4.390 8.609  C57 1.090
61 H 0.560 4.041 9.707  C57 1.088
62 H 0.197 5.435 7.001  C58 1.090
63 H 0.171 6.226 8.580  C58 1.090
64 H -1.083 5.053 8.151  C58 1.090
65 H 1.302 3.880 5.338  C59 1.090
66 H 2.731 2.881 5.618  C59 1.086
67 H 2.398 4.252 6.676  C59 1.086

| no. | total energy (a.u.) |
| --- | --- |
| 1 | -735.37097 |
| 2 | -1992.86646 |